Entry 1:
{
  "formula": "C6H10",
  "method": "the ωB97M-V functional and the def2-TZVPD basis",
  "orbital_gap_ev": 9.78,
  "e_above_lowest_kj_mol": 220.85,
  "max_force_ev_per_a": 2.71,
  "lumo_ev": 1.07,
  "mol_weight_g_mol": 82.146,
  "smiles": "C=CC/C=C/C",
  "homo_ev": -8.7,
  "charge": 0,
  "species": ["C", "C", "C", "C", "C", "C", "H", "H", "H", "H", "H", "H", "H", "H", "H", "H"],
  "positions_angstrom": [[-0.932, 1.821, 0.540], [0.165, 2.619, 0.422], [-1.039, 0.536, -0.204], [0.209, -0.345, -0.321], [0.232, -1.633, 0.029], [1.215, -2.705, -0.359], [-1.764, 2.227, 1.089], [1.222, 2.387, 0.357], [-0.149, 3.661, 0.326], [-1.845, -0.063, 0.228], [-1.377, 0.618, -1.242], [1.056, 0.125, -0.795], [-0.582, -1.913, 0.722], [2.017, -2.847, 0.377], [0.616, -3.626, -0.415], [1.535, -2.476, -1.375]],
  "mulliken_charge": [-0.201, -0.670, -0.687, -0.276, -0.061, -1.070, 0.360, 0.301, 0.218, 0.343, 0.272, 0.331, 0.261, 0.267, 0.313, 0.299]
}

***

Entry 2:
{
  "formula": "C2H20HfO9",
  "method": "the ωB97M-V functional and the def2-TZVPD basis",
  "orbital_gap_ev": 9.39,
  "e_above_lowest_kj_mol": 0.00,
  "max_force_ev_per_a": 3.11,
  "lumo_ev": -6.55,
  "mol_weight_g_mol": 366.663,
  "homo_ev": -15.9,
  "charge": 2,
  "species": ["Hf", "C", "O", "H", "H", "H", "C", "O", "H", "H", "H", "O", "H", "H", "O", "H", "H", "O", "H", "H", "O", "H", "H", "O", "H", "H", "O", "H", "H", "O", "H", "H"],
  "positions_angstrom": [[0.022, 0.035, -0.152], [-0.511, -0.826, -3.187], [-0.165, 0.017, -2.115], [-1.481, -0.455, -3.672], [-0.624, -1.840, -2.828], [0.273, -0.737, -3.958], [1.542, -0.659, 2.642], [0.816, -0.749, 1.493], [1.477, -1.706, 3.167], [1.068, 0.136, 3.268], [2.557, -0.384, 2.292], [-2.063, 0.656, -0.401], [-2.533, 1.483, -0.227], [-2.773, 0.041, -0.621], [-1.853, -0.534, 2.109], [-1.733, -0.688, 3.094], [-2.530, 0.119, 1.989], [-0.044, 2.457, -1.211], [-0.444, 3.304, -1.048], [0.388, 2.398, -2.073], [1.947, 1.080, -0.141], [2.818, 0.632, 0.068], [2.137, 1.969, -0.334], [-0.996, -1.832, -0.300], [-0.562, -2.711, -0.465], [-1.804, -2.034, 0.197], [-0.269, 1.656, 1.278], [-0.746, 1.612, 2.128], [0.233, 2.420, 1.289], [1.602, -1.453, -0.786], [2.340, -1.398, -1.415], [1.904, -2.024, -0.080]],
  "mulliken_charge": [1.944, -0.725, -0.551, 0.259, 0.233, 0.269, -0.725, -0.356, 0.220, 0.239, 0.272, -0.404, 0.288, 0.278, -0.536, 0.313, 0.313, -0.470, 0.269, 0.298, -0.448, 0.285, 0.291, -0.460, 0.321, 0.296, -0.370, 0.259, 0.257, -0.446, 0.281, 0.305]
}